Molecular formula: C20H19NO5
Method: DFT, the ωB97M-V functional and the def2-TZVPD basis

Each line ends with the Mulliken charge.
Cartesian coordinates (Å):
1 H 4.289 -0.982 1.625  0.449
2 H 2.233 0.880 -1.826  0.559
3 H 4.533 0.865 -2.230  0.397
4 C -3.440 1.559 0.083  -0.564
5 H -8.555 -1.484 0.917  0.291
6 O 0.077 0.091 -1.324  -0.582
7 C -4.685 0.966 0.085  -0.558
8 H -5.577 1.569 0.150  0.445
9 H 0.825 3.001 -0.700  0.508
10 H 6.067 -3.675 1.071  0.305
11 C 4.265 0.037 -0.255  0.636
12 C 5.978 -0.635 -1.801  -0.751
13 O 3.069 0.662 2.354  -0.672
14 O -7.137 -0.247 0.055  -0.305
15 C -6.109 -1.107 -0.006  0.565
16 C 0.007 1.049 -0.607  0.291
17 H -3.744 -2.271 -0.135  0.436
18 C 6.468 -1.544 -0.883  -0.554
19 C 2.662 1.092 1.300  0.612
20 H 3.033 2.407 -1.345  0.407
21 C 4.885 0.157 -1.497  -0.558
22 C 4.760 -0.886 0.662  -0.552
23 C 6.375 -2.669 1.355  -1.506
24 N 3.154 0.841 0.056  0.158
25 C -2.295 0.772 -0.004  0.522
26 H 6.452 -0.534 -2.766  0.370
27 H 1.835 3.052 1.464  0.344
28 H 0.672 1.773 1.809  0.371
29 H -9.137 -0.006 0.089  0.227
30 O -1.092 1.460 0.042  -0.221
31 C 5.860 -1.674 0.360  0.697
32 H 7.324 -2.155 -1.129  0.415
33 C 1.146 2.024 -0.331  0.117
34 C -4.793 -0.421 0.001  0.226
35 H 5.986 -2.460 2.348  0.348
36 C -3.641 -1.198 -0.077  -0.858
37 C 2.444 1.553 -0.990  -1.176
38 H -3.333 2.630 0.148  0.436
39 H -1.503 -1.220 -0.137  0.483
40 H -8.578 -1.422 -0.856  0.289
41 C 1.494 2.062 1.156  -0.980
42 H 7.462 -2.651 1.389  0.367
43 O -6.252 -2.303 -0.061  -0.604
44 C -8.431 -0.831 0.051  -0.652
45 C -2.390 -0.611 -0.077  -0.176

Forces on atoms 1 to 2 (eV/Å):
-0.013 0.012 0.036
0.079 0.146 0.077

- Kohn-Sham gap (eV) = 8.82
- HOMO level (eV) = -8.47
- net charge = 0
- LUMO level (eV) = 0.354
- SMILES = COC(=O)c1ccc(OC(=O)[C@H]2CC(=O)N(c3cccc(C)c3)C2)cc1
- energy above the lowest of the compared OMol25 structures with the same formula, charge and spin (kJ/mol) = 15.1